1.
DFT (ωB97M-V/def2-TZVPD) results for a cluster of 8 separate species, C3H19O8S in total at a distorted geometry.

Structure (XYZ):
```
31
Properties=species:S:1:pos:R:3:mulliken_charge:R:1
O 2.26 2.48 0.33 -0.5531
C 1.97 1.76 -0.59 0.0621
C 0.94 2.21 -1.63 -0.3623
C -0.14 1.11 -1.41 -0.6912
S -0.30 0.06 0.16 -0.4960
H 2.56 0.91 -0.94 0.2625
H 0.51 3.23 -1.43 0.1203
H 1.26 2.36 -2.60 0.3835
H -1.16 1.58 -1.47 0.2421
H -0.04 0.40 -2.31 0.1671
H -0.02 -2.11 -1.94 0.3093
H 1.46 -1.50 -1.84 0.2967
O 0.82 -2.10 -2.38 -0.7281
H -0.45 -0.83 4.09 0.3349
H -1.24 -2.18 3.69 0.3025
O -1.06 -1.57 4.43 -0.6633
H 2.00 -3.45 -2.02 0.4392
H 2.72 -3.04 -0.62 0.2957
O 2.80 -3.67 -1.44 -0.6870
H -2.70 -0.21 3.50 0.3140
H -3.18 0.43 2.20 0.2729
O -2.46 0.41 2.85 -0.5567
H -3.58 -1.71 -2.47 0.2856
H -2.56 -0.69 -2.32 0.3104
O -3.37 -0.83 -2.67 -0.6194
H 0.06 4.18 0.23 0.3842
H -1.72 4.14 -0.16 0.3116
O -0.81 4.55 -0.23 -0.7101
H 1.35 -2.10 2.42 0.3043
H 2.31 -1.56 3.24 0.2853
O 1.77 -2.24 3.31 -0.6170
```

Calculated values
E_tot = -1125.76623 hartree
charge = -1
largest force on an atom = 6.40 eV/A


2.
DFT (ωB97M-V/def2-TZVPD) results for a cluster of 6 separate species, C3H20N2O5S2 in total at a distorted geometry.

Structure (XYZ):
```
32
Properties=species:S:1:pos:R:3:mulliken_charge:R:1
N 1.16 -0.82 -1.89 -0.5612
C -0.25 -0.39 -1.60 -1.3276
C -0.41 -0.36 -0.04 1.8131
N -0.42 -1.73 0.51 -0.6674
C -1.67 0.41 0.30 -1.0925
S -1.93 0.55 2.11 -0.0432
S -2.93 -1.06 2.78 -0.2092
H 1.76 -0.01 -1.65 0.2362
H 1.22 -1.01 -2.89 0.2400
H -0.47 0.61 -2.05 0.3551
H -0.95 -1.09 -2.08 0.5080
H 0.50 0.13 0.44 -0.6307
H -1.31 -2.24 0.32 0.2926
H 0.34 -2.32 0.04 0.2875
H -1.57 1.50 -0.03 0.2832
H -2.54 -0.06 -0.23 0.5619
H -2.05 -2.05 2.95 0.1274
O 1.39 -1.06 2.78 -0.7338
H 0.66 -1.39 2.18 0.3489
H 0.99 -0.52 3.42 0.3060
O -3.53 -0.06 -2.67 -0.6380
H -2.59 0.06 -2.56 0.3071
H -3.72 0.51 -3.46 0.3083
O 3.04 -0.14 0.89 -0.7317
H 2.95 -0.85 0.23 0.3313
H 2.52 -0.46 1.63 0.3657
O 2.58 1.68 -1.03 -0.7866
H 1.83 2.21 -0.71 0.4179
H 2.91 1.17 -0.25 0.4010
O 0.67 2.80 0.50 -0.6511
H 0.98 2.25 1.27 0.3033
H 0.85 3.71 0.78 0.2785
```

Calculated values
E_tot = -1408.38830 hartree
largest force on an atom = 2.60 eV/A
structure (SMILES) = NC[C@H](N)CSS.O.O.O.O.O


3.
DFT (ωB97M-V/def2-TZVPD) results for a cluster of 7 separate species, C3H20NO9 in total at a distorted geometry.

Structure (XYZ):
```
33
Properties=species:S:1:pos:R:3:mulliken_charge:R:1
O -0.99 1.15 2.40 -0.5022
C -0.64 0.39 1.56 -0.0091
O 0.60 0.33 1.06 -0.3918
C -1.56 -0.56 0.71 0.6176
C -1.85 -1.77 1.55 -0.9470
O -2.76 -2.60 0.83 -0.5434
N -0.89 -1.00 -0.57 -0.1555
H 1.19 0.98 1.46 0.2994
H -2.48 -0.06 0.45 0.3978
H -2.35 -1.53 2.49 0.4630
H -1.02 -2.34 1.97 0.3878
H -2.30 -3.27 0.33 0.3537
H -0.24 -0.29 -0.99 0.3352
H -0.48 -1.91 -0.44 0.4018
H -1.63 -0.98 -1.26 0.3447
H -3.35 -0.32 -1.52 0.3247
H -3.48 0.06 -3.03 0.3201
O -2.98 0.22 -2.23 -0.6371
H 0.09 3.75 2.11 0.2661
H 0.44 4.21 0.79 0.3121
O 0.65 3.46 1.38 -0.5748
H 4.12 -1.81 1.65 0.3098
H 3.74 -0.77 0.44 0.2940
O 4.06 -1.62 0.72 -0.5989
H 2.14 3.00 -0.53 0.2975
H 2.99 3.66 -1.63 0.3098
O 2.63 3.79 -0.75 -0.5907
H 1.70 -2.97 -0.03 0.2878
H 1.98 -2.42 -1.39 0.2944
O 1.61 -2.15 -0.54 -0.5757
H 1.02 1.48 -2.09 0.2303
H -0.21 0.97 -2.87 0.2528
O 0.25 0.92 -2.03 -0.5745
```

Calculated values
E_tot = -857.97771 hartree
charge = +1
largest force on an atom = 2.32 eV/A


Q: What is the E_tot in the second record?
A: -1408.38830 hartree


Please write out number 2 again, unchanged.
DFT (ωB97M-V/def2-TZVPD) results for a cluster of 6 separate species, C3H20N2O5S2 in total at a distorted geometry.

Structure (XYZ):
```
32
Properties=species:S:1:pos:R:3:mulliken_charge:R:1
N 1.16 -0.82 -1.89 -0.5612
C -0.25 -0.39 -1.60 -1.3276
C -0.41 -0.36 -0.04 1.8131
N -0.42 -1.73 0.51 -0.6674
C -1.67 0.41 0.30 -1.0925
S -1.93 0.55 2.11 -0.0432
S -2.93 -1.06 2.78 -0.2092
H 1.76 -0.01 -1.65 0.2362
H 1.22 -1.01 -2.89 0.2400
H -0.47 0.61 -2.05 0.3551
H -0.95 -1.09 -2.08 0.5080
H 0.50 0.13 0.44 -0.6307
H -1.31 -2.24 0.32 0.2926
H 0.34 -2.32 0.04 0.2875
H -1.57 1.50 -0.03 0.2832
H -2.54 -0.06 -0.23 0.5619
H -2.05 -2.05 2.95 0.1274
O 1.39 -1.06 2.78 -0.7338
H 0.66 -1.39 2.18 0.3489
H 0.99 -0.52 3.42 0.3060
O -3.53 -0.06 -2.67 -0.6380
H -2.59 0.06 -2.56 0.3071
H -3.72 0.51 -3.46 0.3083
O 3.04 -0.14 0.89 -0.7317
H 2.95 -0.85 0.23 0.3313
H 2.52 -0.46 1.63 0.3657
O 2.58 1.68 -1.03 -0.7866
H 1.83 2.21 -0.71 0.4179
H 2.91 1.17 -0.25 0.4010
O 0.67 2.80 0.50 -0.6511
H 0.98 2.25 1.27 0.3033
H 0.85 3.71 0.78 0.2785
```

Calculated values
E_tot = -1408.38830 hartree
largest force on an atom = 2.60 eV/A
structure (SMILES) = NC[C@H](N)CSS.O.O.O.O.O